Entry 1:
DFT (ωB97M-V/def2-TZVPD) results for a cluster of 2 separate species, C3H9NP2 in total.

Positions of all 15 atoms, in Å:
1 C 0.499 0.511 1.913
2 C 0.494 -0.955 1.498
3 C -0.570 1.257 1.126
4 N -0.111 -0.823 -3.694
5 P 0.335 -1.087 -0.365
6 P -0.507 0.739 -0.672
7 H 0.326 0.610 2.988
8 H 1.477 0.945 1.685
9 H 1.409 -1.464 1.810
10 H -0.352 -1.489 1.941
11 H -1.574 1.019 1.497
12 H -0.440 2.339 1.196
13 H -0.576 -0.554 -4.554
14 H 0.418 -0.026 -3.362
15 H -0.827 -1.023 -3.006

## Properties
- E_tot: -857.142508 a.u.
- HOMO-LUMO gap: 8.57 eV
- HOMO: -9.04 eV


Entry 2:
DFT (ωB97M-V/def2-TZVPD) results for the molecule C3H9NP2 in a non-equilibrium geometry.

Positions of all 15 atoms, in Å:
1 C 0.361 -1.485 0.519
2 C 1.229 -0.276 0.948
3 C -0.668 -0.452 -1.429
4 N -1.288 1.282 0.170
5 P 1.672 0.875 -0.454
6 P -0.322 1.211 -1.225
7 H 0.621 -2.324 -0.050
8 H -0.576 -1.554 1.029
9 H 0.557 0.254 1.639
10 H 2.069 -0.772 1.464
11 H -0.301 -1.024 -2.315
12 H -1.673 -0.677 -1.121
13 H -1.470 2.097 0.662
14 H -2.128 0.729 -0.003
15 H 1.918 2.118 0.166

## Properties
- E_tot: -857.042532 a.u.
- HOMO-LUMO gap (spin up / spin down): 7.89 / 7.89 eV
- HOMO (spin up / spin down): -7.48 / -7.49 eV


Entry 3:
DFT (ωB97M-V/def2-TZVPD) results for the molecule C3H9NS in a non-equilibrium geometry.

Positions of all 14 atoms, in Å:
1 C -2.219 0.278 -0.815
2 S -1.095 -0.988 -0.231
3 H -2.876 -0.172 -1.563
4 H -2.766 0.757 -0.006
5 H -1.737 1.063 -1.412
6 C 2.114 -0.469 0.043
7 C -0.079 -0.024 0.943
8 N 1.135 0.542 0.442
9 H 3.068 0.003 -0.195
10 H 1.818 -1.049 -0.838
11 H 2.257 -1.155 0.860
12 H 0.135 -0.693 1.765
13 H -0.713 0.756 1.354
14 H 0.955 1.152 -0.346

## Properties
- E_tot: -572.623610 a.u.
- HOMO-LUMO gap: 9.55 eV
- HOMO: -8.52 eV


Entry 4:
DFT (ωB97M-V/def2-TZVPD) results for the molecule C3H9NS in a non-equilibrium geometry.

Positions of all 14 atoms, in Å:
1 C -1.587 0.494 -1.344
2 N -0.755 -0.315 -0.485
3 C -0.076 0.234 0.640
4 C 1.430 0.030 0.601
5 S 1.929 -1.729 0.602
6 H -1.417 0.248 -2.389
7 H -1.432 1.552 -1.184
8 H -2.664 0.315 -1.203
9 H -0.866 -1.314 -0.529
10 H -0.217 1.320 0.646
11 H -0.460 -0.078 1.608
12 H 1.859 0.510 -0.285
13 H 1.911 0.500 1.453
14 H 2.344 -1.768 1.872

## Properties
- E_tot: -572.615388 a.u.
- HOMO-LUMO gap: 9.29 eV
- HOMO: -8.26 eV


Entry 5:
DFT (ωB97M-V/def2-TZVPD) results for a cluster of 2 separate species, C3H9NS in total in a non-equilibrium geometry.

Positions of all 14 atoms, in Å:
1 C -1.230 -1.044 -1.724
2 C 1.658 1.505 -0.173
3 C -0.018 -0.130 2.034
4 N -0.664 -1.023 -0.411
5 S -0.615 0.374 0.276
6 H -0.639 -0.561 -2.468
7 H -2.298 -0.687 -1.764
8 H -1.502 -2.200 -2.028
9 H 1.371 2.355 0.339
10 H 1.534 1.320 -1.227
11 H 2.351 0.799 0.456
12 H -0.729 0.275 2.633
13 H 1.024 0.256 2.026
14 H -0.242 -1.240 2.029

## Properties
- E_tot: -572.466551 a.u.
- HOMO-LUMO gap (spin up / spin down): 7.96 / 7.96 eV
- HOMO (spin up / spin down): -7.70 / -7.52 eV


Entry 6:
DFT (ωB97M-V/def2-TZVPD) results for the molecule C3H9NS2 in a non-equilibrium geometry.

Positions of all 15 atoms, in Å:
1 S 1.397 2.407 2.699
2 S 0.031 0.614 1.983
3 C 0.806 0.820 0.355
4 C 0.415 -0.187 -0.737
5 C -1.043 -0.651 -0.605
6 N -1.456 -1.674 -1.564
7 H 1.116 1.753 3.837
8 H 1.879 0.714 0.491
9 H 0.652 1.840 -0.017
10 H 0.843 -1.078 -0.228
11 H 0.807 -0.056 -1.739
12 H -1.799 0.136 -0.699
13 H -1.171 -1.071 0.406
14 H -0.626 -2.226 -1.750
15 H -1.851 -1.343 -2.431

## Properties
- E_tot: -970.772550 a.u.
- HOMO-LUMO gap: 7.98 eV
- HOMO: -8.80 eV


Entry 7:
DFT (ωB97M-V/def2-TZVPD) results for the molecule C3H9NS2 in a non-equilibrium geometry.

Positions of all 15 atoms, in Å:
1 N -0.113 1.128 1.303
2 C 0.541 0.263 0.330
3 C 1.330 1.025 -0.652
4 C -0.818 -0.471 -0.317
5 S -1.585 -1.393 0.855
6 S -2.183 -3.114 0.154
7 H 0.560 1.389 2.066
8 H -0.398 2.031 0.862
9 H 1.056 -0.500 0.824
10 H 2.424 1.097 -0.339
11 H 1.309 0.525 -1.580
12 H 0.889 2.008 -0.973
13 H -1.511 0.323 -0.760
14 H -0.553 -1.060 -1.258
15 H -0.947 -3.248 -0.514

## Properties
- E_tot: -970.775766 a.u.
- HOMO-LUMO gap: 8.67 eV
- HOMO: -7.84 eV


Entry 8:
DFT (ωB97M-V/def2-TZVPD) results for the molecule C3H9NS2 in a non-equilibrium geometry.

Positions of all 15 atoms, in Å:
1 S 2.375 -2.116 -1.694
2 S 2.622 -0.471 -0.406
3 C 1.117 -0.499 0.476
4 C -0.178 -0.037 -0.224
5 N -1.251 0.266 0.709
6 C -2.122 1.352 0.253
7 H 3.681 -2.296 -1.669
8 H 0.940 -1.551 0.765
9 H 1.167 -0.094 1.491
10 H -0.526 -0.835 -0.885
11 H 0.128 0.794 -0.881
12 H -0.831 0.592 1.580
13 H -1.680 2.337 0.461
14 H -3.056 1.290 0.821
15 H -2.387 1.267 -0.798

## Properties
- E_tot: -970.795810 a.u.
- HOMO-LUMO gap: 8.81 eV
- HOMO: -8.40 eV


Entry 9:
DFT (ωB97M-V/def2-TZVPD) results for the molecule C3H9NS2 in a non-equilibrium geometry.

Positions of all 15 atoms, in Å:
1 S -2.476 -1.988 0.147
2 S -1.715 -0.677 1.546
3 C -1.236 0.808 0.658
4 C -0.031 0.578 -0.292
5 N 1.065 -0.068 0.373
6 C 2.268 -0.235 -0.438
7 H -2.921 -1.010 -0.651
8 H -1.034 1.547 1.436
9 H -2.141 1.129 0.151
10 H -0.412 -0.034 -1.127
11 H 0.215 1.583 -0.649
12 H 0.726 -0.871 0.876
13 H 2.083 0.303 -1.372
14 H 3.155 0.221 0.006
15 H 2.454 -1.284 -0.664

## Properties
- E_tot: -970.803574 a.u.
- HOMO-LUMO gap: 8.84 eV
- HOMO: -8.26 eV


Entry 10:
DFT (ωB97M-V/def2-TZVPD) results for the molecule C3H9NS2 in a non-equilibrium geometry.

Positions of all 15 atoms, in Å:
1 N 1.837 2.025 1.378
2 C 1.521 1.737 -0.005
3 C 0.082 1.268 -0.130
4 S -0.141 -0.324 0.770
5 S -0.413 -1.731 -0.699
6 C -1.973 -1.406 -1.548
7 H 2.730 2.442 1.610
8 H 1.090 2.468 1.883
9 H 1.635 2.659 -0.597
10 H 2.146 0.940 -0.384
11 H -0.635 1.958 0.300
12 H -0.123 1.065 -1.173
13 H -2.634 -0.791 -0.939
14 H -1.854 -1.100 -2.584
15 H -2.481 -2.373 -1.587

## Properties
- E_tot: -970.817004 a.u.
- HOMO-LUMO gap: 9.20 eV
- HOMO: -8.30 eV


Entry 11:
DFT (ωB97M-V/def2-TZVPD) results for a cluster of 2 separate species, C3H9NSi in total in a non-equilibrium geometry.

Positions of all 14 atoms, in Å:
1 C 0.578 0.958 -2.100
2 C 0.120 1.291 -0.920
3 C 0.166 -1.695 0.176
4 N 0.928 0.634 1.702
5 Si -0.217 0.107 0.531
6 H 0.584 1.695 -2.806
7 H 0.661 -0.083 -2.291
8 H -0.067 2.348 -0.716
9 H -0.423 -2.044 -0.675
10 H 1.249 -1.714 -0.063
11 H 0.105 -2.404 1.142
12 H 0.865 1.568 1.849
13 H 1.036 0.291 2.629
14 H -2.962 0.441 0.914

## Properties
- E_tot: -463.814039 a.u.
- HOMO-LUMO gap (spin up / spin down): 8.41 / 7.43 eV
- HOMO (spin up / spin down): -8.55 / -7.51 eV


Entry 12:
DFT (ωB97M-V/def2-TZVPD) results for a cluster of 2 separate species, C3H9O in total in a non-equilibrium geometry.

Positions of all 13 atoms, in Å:
1 C 1.381 -2.741 -0.238
2 H 0.464 -2.153 -0.062
3 H 1.173 -3.504 -1.022
4 H 2.136 -2.075 -0.709
5 H 1.716 -3.285 0.700
6 C -0.485 1.274 -0.288
7 O -0.837 -0.066 -0.256
8 C -1.210 2.179 0.682
9 H 0.639 1.462 -0.353
10 H -0.748 1.770 -1.343
11 H -0.873 3.265 0.649
12 H -2.297 2.208 0.580
13 H -1.060 1.668 1.663

## Properties
- Total charge: -1
- E_tot: -194.895045 a.u.
- HOMO-LUMO gap: 6.51 eV
- HOMO: -2.08 eV


Entry 13:
DFT (ωB97M-V/def2-TZVPD) results for a cluster of 2 separate species, C3H9O2 in total in a non-equilibrium geometry.

Positions of all 14 atoms, in Å:
1 C -2.666 0.234 1.265
2 O -1.415 -0.194 1.620
3 H -3.451 -0.432 1.734
4 H -2.968 0.101 0.206
5 H -2.799 1.348 1.539
6 C 1.668 0.517 -0.751
7 O 2.432 -0.741 -0.867
8 C 0.206 0.180 -1.124
9 H 2.141 1.166 -1.492
10 H 1.815 0.977 0.235
11 H 1.786 -1.430 -0.695
12 H 0.292 -0.238 -2.109
13 H -0.321 1.133 -1.101
14 H -0.172 -0.434 -0.292

## Properties
- Total charge: -1
- E_tot: -270.128531 a.u.
- HOMO-LUMO gap: 6.06 eV
- HOMO: -2.08 eV


Entry 14:
DFT (ωB97M-V/def2-TZVPD) results for a cluster of 2 separate species, C3H9O2 in total.

Positions of all 14 atoms, in Å:
1 C 0.625 0.295 -0.358
2 O 1.631 -0.073 -1.128
3 C 0.384 -0.622 0.879
4 C 0.111 -2.057 0.431
5 H -0.378 0.301 -0.884
6 H 0.728 1.334 0.086
7 H -0.492 -0.246 1.440
8 H 1.274 -0.562 1.513
9 H 0.080 -2.770 1.260
10 H 0.875 -2.326 -0.311
11 H -0.868 -2.109 -0.063
12 H -1.341 1.807 0.105
13 H -2.804 1.418 0.074
14 O -2.235 2.201 0.097

## Properties
- Total charge: -1
- E_tot: -270.165934 a.u.
- HOMO-LUMO gap: 6.62 eV
- HOMO: -2.48 eV


Entry 15:
DFT (ωB97M-V/def2-TZVPD) results for the molecule C3H9O2P in a non-equilibrium geometry.

Positions of all 15 atoms, in Å:
1 C 0.269 0.312 1.574
2 C 0.376 0.891 -1.508
3 C -1.194 -1.448 -0.272
4 O -2.337 0.523 1.091
5 O -1.953 1.347 -0.080
6 P -0.868 0.267 0.215
7 H 1.191 -0.253 1.319
8 H 0.720 1.324 1.549
9 H 1.382 0.519 -1.368
10 H -0.046 0.403 -2.434
11 H 0.372 2.088 -1.550
12 H -0.249 -1.884 -0.679
13 H -1.588 -1.780 0.700
14 H -1.811 -1.421 -1.160
15 H -0.417 0.053 2.431

## Properties
- E_tot: -611.396499 a.u.
- HOMO-LUMO gap: 10.01 eV
- HOMO: -9.25 eV


Entry 16:
DFT (ωB97M-V/def2-TZVPD) results for a cluster of 2 separate species, C3H9O2S in total in a non-equilibrium geometry.

Positions of all 15 atoms, in Å:
1 C -0.768 -1.043 -0.567
2 O 0.078 -1.100 -1.655
3 C 0.064 -0.471 0.870
4 C 0.501 1.063 0.764
5 S -0.989 2.196 0.690
6 H -1.685 -0.401 -0.549
7 H -1.080 -2.132 -0.422
8 H 1.143 -0.949 0.836
9 H -0.544 -0.599 1.807
10 H 0.997 1.251 1.757
11 H 1.302 1.293 0.021
12 H -1.055 2.415 -0.699
13 H 2.651 -2.536 -0.735
14 H 1.014 -1.672 -1.316
15 O 1.709 -2.539 -0.614

## Properties
- Total charge: -1
- E_tot: -668.330831 a.u.
- HOMO-LUMO gap: 7.13 eV
- HOMO: -3.93 eV